Entry 1:
19
Properties=species:S:1:pos:R:3:forces:R:3 method="wB97M-V/def2-TZVPD" energy_ev=-21534.35584 e_above_lowest_kj_mol=139.5 molar_mass_g_mol=274.06 orbital_gap_ev="6.92 / 6.05" charge=0
C 0.135 0.399 -2.112 -0.045 0.063 0.062
C 0.989 -0.607 -1.606 0.021 -0.037 0.098
C -0.732 1.066 -1.298 0.003 -0.016 -0.257
C 1.028 -0.849 -0.267 0.003 -0.032 0.104
C -0.850 0.726 0.073 0.310 -0.266 0.380
C 0.169 -0.136 0.601 -0.560 0.244 -1.169
C -2.593 0.285 1.806 0.073 -0.455 0.068
C -1.857 1.166 0.934 -1.108 1.307 -1.221
N 0.476 -0.050 1.913 0.384 -0.242 0.393
N -0.008 0.670 2.839 0.870 0.176 1.859
O -3.642 0.553 2.341 -0.094 -0.102 0.231
I -2.946 2.937 0.495 0.299 -0.322 0.011
H 0.160 0.623 -3.167 -0.029 0.056 -0.101
H 1.631 -1.148 -2.281 0.103 -0.084 -0.033
H -1.399 1.811 -1.704 -0.057 0.017 0.003
H 1.727 -1.557 0.156 0.131 -0.092 0.018
H -2.131 -0.718 1.921 -0.053 0.043 0.049
H 1.317 -0.560 2.199 -0.290 0.107 -0.096
H -0.775 1.274 2.540 0.039 -0.365 -0.400


Entry 2:
12
Properties=species:S:1:pos:R:3:forces:R:3 method="wB97M-V/def2-TZVPD" energy_ev=-10169.18108 e_above_lowest_kj_mol=352.8 molar_mass_g_mol=108.10 orbital_gap_ev=9.57 charge=0
C -0.574 -1.344 0.382 -2.181 -1.431 -2.018
C -0.144 0.609 0.689 0.224 1.832 0.957
C 0.720 0.242 -1.414 2.774 1.012 -1.795
C 0.049 -0.242 -0.395 -0.174 0.122 1.468
H -1.463 -1.807 -0.179 0.877 0.691 1.237
H 0.147 -2.152 0.529 -0.178 0.127 0.770
H -1.728 -0.176 1.860 -1.059 -0.005 0.369
H 0.918 -0.320 -2.357 0.002 0.878 0.781
N -0.831 -0.372 1.498 2.437 0.606 -1.253
N 0.321 1.869 0.798 -1.448 -2.518 0.428
N 1.156 2.201 -0.203 0.556 1.020 0.642
N 1.429 1.492 -1.208 -1.829 -2.334 -1.586